[1]
DFT (wB97M-V/def2-TZVPD) results for a single CH2ClNO2 molecule.

Values from the calculation:
* gap between HOMO and LUMO: 11.27 eV
* highest occupied orbital energy: -11.06 eV
* largest force on an atom: 3.7 eV/A

Geometry as XYZ:
```
7
Properties=species:S:1:pos:R:3:forces:R:3
O -1.164 -1.013 0.951 -0.778 -0.293 0.773
N -0.836 -0.440 -0.043 3.702 -0.540 0.097
O -1.430 -0.284 -1.059 -0.742 0.308 -0.748
C 0.704 0.115 -0.003 -2.599 1.481 -0.083
Cl 0.315 1.848 0.310 0.742 -0.293 -0.026
H 1.265 -0.275 0.832 -0.238 -0.362 0.033
H 1.147 0.049 -0.987 -0.087 -0.300 -0.046
```
Forces are in eV/Å.



[2]
DFT (wB97M-V/def2-TZVPD) results for a gas-phase ion, C5H9N2 (charge +1).

Values from the calculation:
* gap between HOMO and LUMO: 8.75 eV
* total charge: +1
* highest occupied orbital energy: -14.25 eV
* largest force on an atom: 4.9 eV/A

Geometry as XYZ:
```
16
Properties=species:S:1:pos:R:3:forces:R:3
C 0.984 -0.351 -2.319 -3.002 3.623 -1.355
C 0.373 -0.194 -0.937 -0.665 1.930 0.053
N 0.660 -0.982 -0.022 0.772 -1.048 2.672
C 0.338 -0.812 1.462 0.814 -0.163 0.477
C -1.029 -0.163 1.526 0.188 -2.682 -0.739
N -0.856 1.047 0.778 -2.193 1.998 1.221
C -0.453 1.136 -0.446 1.312 -2.291 1.623
H 1.925 -0.779 -2.308 1.429 -1.534 0.166
H 1.141 0.650 -2.878 -0.186 -0.998 1.403
H 0.211 -0.736 -3.003 0.584 -0.782 0.300
H 1.115 -0.082 1.883 -0.715 -1.213 -0.594
H 0.348 -1.778 2.115 0.270 1.540 -1.785
H -1.657 -0.920 0.997 -0.108 0.948 0.144
H -1.496 0.034 2.487 0.400 0.093 0.077
H -1.203 1.807 1.468 0.912 -0.479 -2.658
H -0.401 2.123 -0.803 0.187 1.058 -1.004
```
Forces are in eV/Å.



[3]
DFT (wB97M-V/def2-TZVPD) results for a molecular structure, CH3NS2.

Values from the calculation:
* gap between HOMO and LUMO: 8.45 eV
* highest occupied orbital energy: -9.08 eV
* largest force on an atom: 5.5 eV/A

Geometry as XYZ:
```
7
Properties=species:S:1:pos:R:3:forces:R:3
C 0.460 0.011 -0.147 -2.514 -2.139 2.860
N -1.064 -0.963 0.426 5.079 2.167 -0.361
S 1.881 -0.756 -0.120 -1.032 0.942 -0.502
S -0.086 1.701 -0.072 0.996 -1.347 -0.253
H -0.802 -1.735 -0.162 -0.694 -0.529 -0.562
H -1.584 -0.275 -0.045 -1.971 0.189 -1.075
H 1.195 2.017 0.120 0.137 0.716 -0.106
```
Forces are in eV/Å.



[4]
DFT (wB97M-V/def2-TZVPD) results for 5 unconnected molecules or ions with the total composition C3H16O4.

Values from the calculation:
* gap between HOMO and LUMO: 11.54 eV
* highest occupied orbital energy: -11.43 eV
* largest force on an atom: 3.2 eV/A

Geometry as XYZ:
```
23
Properties=species:S:1:pos:R:3:forces:R:3
C -0.170 0.184 -0.504 -0.493 0.682 0.863
C -1.571 0.371 0.320 -1.393 -2.412 -1.307
C -2.052 -1.149 0.638 -0.210 1.844 -1.854
H -0.066 -0.750 -1.132 -1.352 0.983 0.210
H -0.023 1.111 -1.176 0.470 -1.525 1.352
H 0.635 -0.135 0.217 -0.376 1.458 -0.439
H -1.761 0.861 1.293 1.765 0.109 -0.178
H -2.346 0.943 -0.267 0.846 -0.941 -0.140
H -1.298 -1.525 1.236 1.964 -0.982 1.146
H -2.068 -1.782 -0.285 -0.478 0.614 0.823
H -2.899 -1.241 1.303 -0.748 0.172 -0.470
O 2.459 -2.442 -0.619 0.348 -0.172 0.613
H 1.879 -2.897 -1.209 -0.573 -0.927 -0.519
H 2.373 -1.555 -0.936 0.229 1.103 -0.073
O 1.608 -1.448 4.103 0.103 0.747 0.711
H 1.658 -0.464 4.325 -0.329 -2.209 -1.590
H 1.415 -1.758 3.191 0.238 1.455 0.858
O -2.235 4.389 1.080 0.262 -3.103 0.674
H -2.225 3.443 1.511 -0.067 2.829 -1.145
H -1.914 4.188 0.181 -0.186 0.263 0.464
O 1.574 0.130 -4.807 -0.285 0.286 -1.325
H 1.480 -0.083 -3.899 -0.007 -0.299 1.392
H 0.662 0.174 -5.124 0.275 0.025 -0.066
```
Forces are in eV/Å.



[5]
DFT (wB97M-V/def2-TZVPD) results for 6 unconnected molecules or ions with the total composition C10H30IO10.

Values from the calculation:
* gap between HOMO and LUMO: 8.48 eV
* total charge: -1
* highest occupied orbital energy: -5.65 eV
* largest force on an atom: 1.9 eV/A

Geometry as XYZ:
```
51
Properties=species:S:1:pos:R:3:forces:R:3
I -0.466 -0.100 0.819 0.073 -0.041 -0.089
C -0.555 -2.486 -3.164 0.640 -1.194 -1.393
C -1.325 -1.352 -3.806 -0.510 -0.560 0.849
O -0.545 -0.551 -4.642 0.621 0.663 -0.102
O 0.401 -2.183 -2.193 -0.025 0.534 0.315
H 0.001 -2.920 -4.018 0.173 0.244 0.234
H -1.184 -3.358 -2.915 -0.390 0.577 0.600
H -1.849 -0.751 -3.049 -0.031 -0.030 -0.058
H -2.071 -1.865 -4.423 -0.073 0.372 -0.098
H 0.123 -0.085 -4.105 -0.237 -0.330 -0.170
H 0.046 -1.546 -1.547 -0.017 -0.232 0.039
C 2.811 2.215 -0.600 1.677 -0.187 0.251
C 2.740 0.952 -1.391 -0.352 -0.452 0.244
O 2.121 1.183 -2.642 0.056 0.200 -0.709
O 1.599 2.834 -0.378 -1.303 0.350 -0.095
H 3.455 2.908 -1.156 -0.180 0.164 -0.017
H 3.376 1.996 0.319 -0.300 0.001 0.220
H 2.140 0.193 -0.881 0.117 0.057 0.244
H 3.765 0.579 -1.471 -0.129 -0.120 -0.482
H 1.649 2.023 -2.560 0.006 -0.128 -0.017
H 0.914 2.159 -0.210 0.257 0.074 0.283
C -3.194 1.940 -2.033 -0.716 0.038 -0.825
C -3.454 2.751 -0.797 0.851 0.820 0.345
O -3.251 1.994 0.370 -0.232 0.034 0.369
O -4.306 1.068 -2.345 0.853 -0.033 0.220
H -2.251 1.399 -1.913 -0.110 -0.195 0.055
H -3.071 2.585 -2.910 -0.087 0.057 0.119
H -4.451 3.187 -0.760 -0.230 -0.354 -0.154
H -2.777 3.630 -0.796 -0.020 -0.239 -0.126
H -2.300 1.829 0.479 -0.222 -0.232 0.006
H -4.112 0.224 -1.921 -0.182 0.083 0.058
C 4.674 -2.237 0.735 0.347 0.679 -1.162
C 3.194 -2.056 0.801 -0.445 0.405 0.121
O 2.921 -1.161 1.866 -0.153 -0.256 0.298
O 5.334 -1.104 0.122 -0.168 -0.187 0.452
H 4.859 -3.054 0.035 0.320 -0.185 0.340
H 5.086 -2.393 1.733 -0.003 -0.355 -0.022
H 2.726 -3.044 0.917 -0.120 0.148 0.216
H 2.806 -1.591 -0.111 0.209 -0.456 -0.236
H 1.962 -1.020 1.883 0.028 0.264 -0.002
H 5.112 -0.336 0.662 -0.033 -0.049 -0.026
C -1.901 -0.981 5.116 0.068 -0.041 0.119
C -2.648 0.270 4.667 1.317 -0.107 -0.711
O -3.806 0.516 5.411 -0.507 -0.200 0.398
O -0.612 -0.970 4.517 -0.393 -0.384 -0.257
H -2.500 -1.859 4.833 0.222 -0.057 0.031
H -1.706 -1.048 6.189 -0.297 0.298 0.017
H -2.824 0.105 3.591 -0.426 0.231 0.157
H -1.914 1.086 4.697 -0.232 0.101 0.275
H -4.000 1.454 5.418 0.036 0.070 -0.143
H -0.740 -1.027 3.556 0.251 0.139 0.019
```
Forces are in eV/Å.



[6]
DFT (wB97M-V/def2-TZVPD) results for 2 unconnected molecules or ions with the total composition C4H8NO2.

Values from the calculation:
* gap between HOMO and LUMO: 9.95 eV
* total charge: +1
* highest occupied orbital energy: -15.26 eV
* largest force on an atom: 4.7 eV/A

Geometry as XYZ:
```
15
Properties=species:S:1:pos:R:3:forces:R:3
C -2.730 -0.712 -0.010 -3.586 0.850 2.824
C -1.524 -0.515 -0.402 1.504 0.828 0.022
C 0.803 0.690 -0.352 -0.576 -3.028 -3.551
C -0.854 0.697 -0.012 4.097 0.555 0.295
N 2.292 -0.726 0.232 -1.713 0.549 0.631
O 1.295 1.756 0.002 1.601 2.840 1.207
O -1.006 1.773 0.510 -2.280 -0.977 -0.061
H -3.265 -1.641 0.015 -0.026 -0.413 -0.541
H -3.216 0.086 0.609 0.167 -0.589 -1.009
H -0.928 -1.324 -0.730 0.722 -0.424 -0.854
H 1.199 0.285 -1.335 -1.076 0.668 1.099
H 2.702 -0.330 1.075 0.038 -0.517 -0.202
H 2.914 -0.724 -0.570 -0.092 -0.388 0.331
H 1.685 -1.541 0.376 1.134 0.159 -0.034
H 0.633 2.225 0.593 0.085 -0.112 -0.155
```
Forces are in eV/Å.



no.,total energy (eV)
1,-19173.5191
2,-8302.0154
3,-24243.6425
4,-11558.5695
5,-39433.3290
6,-9852.8662